Record 1
The following is a quantum chemistry calculation of 16 unconnected molecules or ions with the total composition C46H127N20O24 at a distorted geometry, from the Open Molecules 2025 dataset.

Calculated values
* HOMO level: -0.22213 hartree
* frontier orbital gap: 0.2933 hartree
* total charge: -1

Atoms and positions in Å:
O  -1.01668  0.25866  -1.12107
C  -0.16370  -0.35436  -0.18238
O  0.66826  -1.12675  -0.72879
O  -0.33516  -0.10874  1.01457
H  -0.75419  -0.25527  -1.89784
C  -9.97409  -4.69669  -4.10400
O  -8.64136  -4.83211  -3.62523
C  -8.01453  -3.61867  -3.26565
C  -6.52525  -3.90216  -3.10345
N  -5.78862  -2.70042  -2.91856
C  -4.45356  -2.94831  -2.41278
C  -3.93532  -1.72578  -1.66886
O  -4.88250  -1.25695  -0.74505
C  -4.43637  -0.17589  0.09164
H  -10.35595  -5.66854  -4.44280
H  -10.06671  -3.93709  -4.89442
H  -10.64385  -4.40663  -3.28274
H  -8.45545  -3.23064  -2.32477
H  -8.23360  -2.87980  -4.06729
H  -6.13510  -4.33803  -4.06628
H  -6.38464  -4.61281  -2.25205
H  -6.23398  -2.08990  -2.23565
H  -3.77119  -3.20649  -3.24357
H  -4.39922  -3.79345  -1.71889
H  -3.70130  -0.91452  -2.37849
H  -3.06135  -1.99113  -1.07925
H  -4.18330  0.72787  -0.48361
H  -3.53884  -0.53913  0.58160
H  -5.29428  -0.02405  0.74255
C  -1.28220  -0.59903  -4.75186
O  -1.09254  0.57350  -3.95450
C  -0.59800  1.62584  -4.78318
C  -0.52987  2.91173  -3.93671
N  0.60229  2.82229  -2.96952
C  0.97289  4.02342  -2.30494
C  1.91548  4.82896  -3.18922
O  3.18612  4.14663  -3.30219
C  4.08069  4.78008  -4.17346
H  -1.75872  -1.33710  -4.10765
H  -0.31692  -0.95222  -5.09947
H  -1.91503  -0.42523  -5.62415
H  -1.25513  1.78244  -5.66908
H  0.38783  1.41243  -5.17841
H  -1.44085  3.02384  -3.32296
H  -0.39282  3.77804  -4.58610
H  0.25924  2.22240  -2.21444
H  1.51992  3.75838  -1.42559
H  0.15077  4.70107  -1.98304
H  2.13375  5.77572  -2.70065
H  1.54222  4.99132  -4.20332
H  4.95334  4.18548  -4.39169
H  4.33217  5.76872  -3.76355
H  3.50175  5.03134  -5.09386
C  2.72112  1.69320  0.63322
O  4.02705  2.16759  1.05265
C  4.60118  3.07420  0.12906
C  5.00414  2.39072  -1.14240
N  5.95347  1.31505  -0.93305
C  6.40387  0.73208  -2.15435
C  7.69011  -0.09608  -1.98651
O  8.15819  -0.50341  -3.23980
C  9.18213  -1.48295  -3.18360
H  2.79723  1.09825  -0.25919
H  2.02958  2.52129  0.60322
H  2.45578  1.04209  1.49439
H  5.46109  3.48312  0.64086
H  3.81699  3.84961  -0.07055
H  5.39788  3.13398  -1.83570
H  4.08769  2.14723  -1.70893
H  5.62975  0.54767  -0.34062
H  6.55921  1.47079  -2.95035
H  5.64031  0.04136  -2.60847
H  7.47164  -0.94677  -1.31454
H  8.42381  0.57849  -1.49494
H  8.87702  -2.41000  -2.66678
H  10.04080  -1.07563  -2.62321
H  9.50941  -1.65524  -4.20932
C  1.34718  3.56110  6.41902
O  1.67536  3.14317  5.11307
C  0.98720  3.66009  4.01308
C  1.88379  4.52374  3.17289
N  1.18870  5.02285  1.94886
C  1.97332  6.00082  1.24475
C  1.14362  6.70170  0.15586
O  0.31482  7.61769  0.93704
C  -0.96323  7.87958  0.39569
H  1.50020  4.64524  6.46938
H  1.94133  2.99525  7.12206
H  0.30729  3.29994  6.54405
H  0.09503  4.19197  4.38626
H  0.57864  2.86878  3.37877
H  2.72351  3.89951  2.82129
H  2.33504  5.33806  3.79614
H  0.28742  5.47261  2.14478
H  2.86435  5.52979  0.74286
H  2.37294  6.84815  1.82815
H  0.47365  6.03825  -0.38403
H  1.83873  7.30055  -0.41648
H  -0.86783  8.30328  -0.62111
H  -1.39432  8.65868  1.04875
H  -1.58900  6.96485  0.29485
C  -5.42185  -2.51500  4.24727
O  -4.78668  -2.54518  2.93040
C  -4.71495  -3.87973  2.41625
C  -6.05587  -4.47268  1.90933
N  -6.57925  -3.58534  0.92096
C  -7.39596  -2.50793  1.38619
C  -8.83161  -2.98152  1.64360
O  -8.88665  -3.60384  2.92075
C  -9.97643  -4.50662  3.05112
H  -5.58665  -1.46882  4.47123
H  -4.83298  -3.03461  5.01282
H  -6.43757  -2.96995  4.24386
H  -4.21865  -4.51006  3.17895
H  -4.11393  -3.80103  1.52960
H  -6.75440  -4.56031  2.72905
H  -5.77828  -5.45383  1.46999
H  -5.82928  -3.25823  0.33296
H  -7.51197  -1.76750  0.59756
H  -7.00433  -1.99195  2.25280
H  -9.06042  -3.68210  0.82022
H  -9.52260  -2.10217  1.56837
H  -9.82324  -5.38842  2.37380
H  -10.97541  -4.01990  2.95107
H  -10.00884  -4.82820  4.06931
C  4.19636  -1.58398  1.01685
O  5.47084  -1.04399  0.87520
C  6.30916  -1.38824  1.98599
C  6.01116  -0.47430  3.20832
N  6.25308  0.94277  2.89085
C  7.53927  1.32084  2.38947
C  7.75719  2.81107  2.77392
O  8.81534  3.45191  2.16071
C  8.47965  3.89623  0.87153
H  4.21318  -2.61655  1.34710
H  3.70737  -1.52561  0.03987
H  3.54695  -1.07951  1.76447
H  7.32135  -1.13931  1.65194
H  6.21373  -2.40571  2.35970
H  6.61292  -0.81163  4.06210
H  4.97687  -0.49622  3.56305
H  5.50323  1.24736  2.27197
H  7.55905  1.14962  1.28406
H  8.29531  0.70567  2.86748
H  7.98233  2.78601  3.83150
H  6.80969  3.34966  2.63686
H  9.37373  4.14555  0.32580
H  7.75970  4.66664  0.91724
H  7.91100  3.13255  0.32219
C  -4.54937  1.53038  -3.45535
O  -5.12818  2.53463  -2.55746
H  -3.50787  1.41428  -3.17226
H  -5.07125  0.58502  -3.37278
H  -4.69021  1.85536  -4.51121
H  -6.08519  2.51428  -2.67377
C  1.54751  -3.50267  -4.55494
O  2.71330  -3.53931  -3.71263
H  0.89032  -2.77400  -4.13140
H  1.86503  -3.35305  -5.58685
H  1.24334  -4.55076  -4.44399
H  3.20913  -2.73593  -3.83137
C  3.08122  -0.15220  -4.04549
O  3.46295  -1.22356  -4.53815
N  3.32512  1.08484  -4.62913
N  2.41288  -0.02217  -2.89146
H  2.98172  1.94516  -4.19019
H  3.58595  1.13697  -5.61767
H  1.89290  0.85369  -2.83808
H  2.23473  -0.69355  -2.18575
C  1.60597  -1.07751  3.73514
O  2.44722  -1.58958  4.49358
N  0.77350  -1.89195  2.96309
N  1.37006  0.30281  3.69719
H  0.76083  -2.88820  2.94690
H  0.29534  -1.35699  2.26258
H  0.36467  0.54181  3.69999
H  1.93934  0.86881  4.27328
C  -1.51101  3.65698  -0.21220
O  -1.66249  4.84997  0.00980
N  -2.31759  2.84283  -0.94438
N  -0.47166  2.94417  0.28373
H  -2.13734  1.83612  -1.00646
H  -3.05151  3.18534  -1.54326
H  0.12040  3.40675  0.95102
H  -0.40537  1.95282  0.32126
C  -2.88143  0.74279  3.53479
O  -3.80292  0.97573  4.32210
N  -2.44281  -0.42655  3.05727
N  -2.04802  1.77301  3.01853
H  -2.94282  -1.30198  3.20143
H  -1.56434  -0.44180  2.52901
H  -1.48845  1.67355  2.17693
H  -2.11040  2.68458  3.42839
C  -1.53959  -3.97651  5.27054
O  -0.99466  -4.65403  4.40490
N  -2.52516  -4.46722  6.23667
N  -1.28858  -2.66534  5.47871
H  -2.54644  -5.49057  6.10740
H  -2.18797  -4.31914  7.17679
H  -1.95326  -2.22356  6.09432
H  -0.94573  -2.04159  4.74140
C  2.56732  -4.78778  -0.32119
O  2.24816  -5.09616  0.83649
N  3.23807  -5.70337  -1.18646
N  2.28370  -3.62789  -0.98460
H  3.57547  -5.45923  -2.11162
H  3.66414  -6.54244  -0.85442
H  1.66687  -2.86574  -0.70829
H  2.47992  -3.56822  -1.95932
C  -2.07414  -4.88560  0.07298
O  -3.26373  -5.18041  -0.07855
N  -1.47237  -4.51899  1.33939
N  -1.15321  -4.53383  -0.96307
H  -1.74939  -4.96036  2.19607
H  -0.47356  -4.58564  1.26773
H  -1.35236  -4.96788  -1.86956
H  -0.16904  -4.71985  -0.73620



Record 2
The following is a quantum chemistry calculation of 13 unconnected molecules or ions with the total composition C46H127N9O16 at a distorted geometry, from the Open Molecules 2025 dataset.

Calculated values
* HOMO level: -0.31264 hartree
* frontier orbital gap: 0.3194 hartree
* total charge: 0
* ΔE to the lowest compared entry with this formula, charge and spin: 0.0 kJ/mol

Atoms and positions in Å:
C  8.95734  -9.09960  7.40649
O  9.59430  -8.19482  6.58629
C  8.83399  -7.12209  6.02444
C  7.71800  -7.60955  5.11485
N  6.99041  -6.55555  4.47671
C  5.83606  -7.00659  3.67159
C  5.14758  -5.78716  3.01157
O  4.24029  -5.09033  3.84451
C  3.08044  -5.84457  4.09186
H  8.32047  -8.57727  8.12040
H  9.69815  -9.70359  7.93041
H  8.25734  -9.68037  6.80583
H  9.60759  -6.53299  5.53188
H  8.39056  -6.52247  6.81939
H  7.00025  -8.24606  5.63233
H  8.14417  -8.19037  4.29684
H  6.54881  -6.01953  5.21005
H  5.22867  -7.65926  4.29866
H  6.26956  -7.56829  2.84415
H  4.66593  -6.01651  2.06105
H  5.87255  -5.06503  2.63599
H  3.40183  -6.82938  4.43087
H  2.46038  -5.91949  3.19854
H  2.50450  -5.37689  4.89040
C  -6.16842  2.51185  -7.35588
O  -5.11382  1.82829  -6.65734
C  -5.07782  0.43109  -6.95492
C  -4.02112  -0.28742  -6.09519
N  -2.70677  -0.01258  -6.67098
C  -1.60451  -0.78122  -6.12488
C  -0.36723  -0.84333  -7.03897
O  0.75253  -0.92033  -6.25521
C  2.03637  -1.14702  -6.90417
H  -6.05627  2.44773  -8.43820
H  -6.11776  3.55722  -7.05134
H  -7.17236  2.12857  -7.17339
H  -4.86510  0.27064  -8.01186
H  -6.06064  0.06048  -6.66365
H  -4.29233  -1.34275  -6.12383
H  -4.06877  0.10327  -5.07873
H  -2.66857  0.99568  -6.71603
H  -1.95019  -1.81045  -6.02845
H  -1.38736  -0.32730  -5.15797
H  -0.28600  0.07634  -7.61838
H  -0.43481  -1.70435  -7.70394
H  2.07210  -0.44474  -7.73700
H  2.15478  -2.18948  -7.19972
H  2.85772  -1.01242  -6.20035
C  -10.93178  -4.74317  -9.14670
O  -11.45579  -4.71199  -7.80412
C  -10.55860  -4.03154  -6.91917
C  -11.10934  -4.13497  -5.48276
N  -10.75046  -3.02009  -4.56918
C  -9.34445  -2.95283  -4.25662
C  -9.16199  -1.72462  -3.37345
O  -7.80574  -1.69929  -3.16556
C  -7.40235  -0.75267  -2.18776
H  -10.64940  -3.78567  -9.58439
H  -11.60113  -5.35384  -9.75261
H  -10.00767  -5.28870  -8.95556
H  -10.47125  -2.99340  -7.23970
H  -9.53512  -4.39967  -6.99040
H  -10.83531  -5.04874  -4.95546
H  -12.18906  -4.21247  -5.61040
H  -11.10411  -2.19406  -5.03040
H  -8.81303  -2.89891  -5.20677
H  -8.94127  -3.81929  -3.73241
H  -9.70446  -1.76488  -2.42888
H  -9.39795  -0.85942  -3.99302
H  -7.62293  -1.07959  -1.17162
H  -7.81118  0.24562  -2.34384
H  -6.32750  -0.87402  -2.05334
C  -4.71687  -5.67035  -3.40729
C  -3.78130  -5.39098  -2.24772
C  -2.47610  -4.56955  -2.57484
O  -1.61412  -4.60081  -1.42812
C  -0.40190  -3.86143  -1.50012
N  -4.57136  -4.59241  -1.31286
H  -4.18215  -6.38403  -4.03405
H  -4.94693  -4.82546  -4.05639
H  -5.68433  -6.10744  -3.16015
H  -3.41088  -6.29015  -1.75540
H  -2.67694  -3.51208  -2.74668
H  -1.95258  -5.01652  -3.41999
H  -0.44837  -2.83266  -1.85728
H  0.29097  -4.40084  -2.14593
H  0.03354  -3.62400  -0.52949
H  -4.95790  -3.74866  -1.71133
H  -3.92239  -4.24690  -0.62034
C  6.15648  3.96394  1.89923
C  6.53701  5.27222  2.63634
C  7.05112  5.04602  4.04181
O  6.03254  4.48161  4.91422
C  4.89750  5.32622  5.07091
N  7.48147  5.95395  1.78683
H  5.53717  3.28785  2.48870
H  7.06728  3.41770  1.65392
H  5.56614  4.10137  0.99330
H  5.73733  6.00858  2.55644
H  7.23703  6.00709  4.52128
H  7.89605  4.35741  4.03960
H  5.14087  6.24505  5.60439
H  4.20220  4.74233  5.67401
H  4.31053  5.55014  4.18017
H  8.27727  5.33985  1.68850
H  7.83945  6.79513  2.21620
C  -3.35260  6.42012  6.60553
C  -3.61400  4.92433  6.51370
C  -2.53805  4.08322  7.22311
O  -1.22218  4.17144  6.69876
C  -1.04277  3.60096  5.37150
N  -4.89771  4.71614  7.17251
H  -4.22175  6.90018  6.15583
H  -2.45514  6.65024  6.03132
H  -3.16286  6.78562  7.61474
H  -3.71453  4.61095  5.47458
H  -2.85085  3.03933  7.24654
H  -2.52188  4.39661  8.26697
H  -1.13328  2.51504  5.39769
H  -0.04275  3.90905  5.06629
H  -1.75209  3.92257  4.60892
H  -4.77734  4.97455  8.14144
H  -5.54686  5.43426  6.88440
C  5.15037  -1.55370  7.34119
C  5.94594  -2.58559  8.03554
C  5.98067  -2.40903  9.59346
O  6.71432  -1.15934  9.84376
C  6.47165  -0.53829  11.14295
N  5.33272  -3.87722  7.66270
H  4.07606  -1.53606  7.52455
H  5.38424  -1.65437  6.28135
H  5.48250  -0.57445  7.68598
H  6.97765  -2.66615  7.69321
H  6.49446  -3.22390  10.10348
H  4.96314  -2.33868  9.97789
H  5.69183  0.22087  11.08263
H  7.41658  -0.14439  11.51723
H  6.25541  -1.33194  11.85812
H  4.93148  -3.85202  6.73615
H  4.47611  -3.95475  8.19215
C  -0.52445  5.33302  -6.01848
C  -1.99760  4.82847  -5.83782
C  -2.87091  5.81888  -5.01039
O  -2.20867  5.96753  -3.76861
C  -2.99174  6.56606  -2.77255
N  -2.67414  4.67418  -7.09997
H  -0.55271  6.28294  -6.55229
H  -0.05913  4.61083  -6.68932
H  0.00121  5.37997  -5.06477
H  -1.95025  3.88688  -5.29076
H  -3.83910  5.34320  -4.85410
H  -2.99731  6.77858  -5.51149
H  -3.98535  6.13377  -2.65438
H  -3.03758  7.64773  -2.89897
H  -2.50246  6.34145  -1.82479
H  -3.64776  4.44645  -6.95750
H  -2.66218  5.58296  -7.54049
C  -0.19133  2.10004  -1.19958
C  0.48678  2.91443  -0.14998
C  1.62813  2.13006  0.52258
O  1.06815  0.99958  1.19170
C  2.00906  0.20840  1.90101
N  0.90192  4.11439  -0.86569
H  -0.59404  1.21003  -0.71604
H  0.44463  1.85850  -2.05123
H  -1.00007  2.70217  -1.61365
H  -0.17866  3.19164  0.66761
H  2.16703  2.84513  1.14416
H  2.31935  1.78113  -0.24460
H  2.38115  0.75453  2.76783
H  2.90089  -0.08203  1.34569
H  1.48703  -0.68607  2.24089
H  0.11405  4.51183  -1.35700
H  1.59518  3.90373  -1.56933
C  -3.07156  -0.54841  2.90728
O  -3.80715  0.57097  3.27199
H  -3.58431  -1.48468  3.12763
H  -2.81773  -0.47194  1.85000
H  -2.12017  -0.64466  3.43043
H  -4.39448  0.38360  4.00787
C  2.42249  9.14650  -1.29803
O  2.15371  8.41275  -0.12712
H  1.65190  9.89103  -1.49795
H  3.36891  9.66750  -1.15341
H  2.61080  8.48852  -2.14639
H  1.77441  7.54376  -0.27737
C  4.10317  2.75553  -4.88295
O  4.01928  3.98385  -4.12121
H  4.08748  1.90394  -4.20277
H  3.30281  2.64525  -5.61463
H  5.02176  2.60876  -5.45106
H  4.85933  4.16984  -3.69538
C  5.10328  -1.88246  -1.51338
O  6.17647  -2.26003  -2.38122
H  5.39206  -1.22354  -0.69451
H  4.39771  -1.31523  -2.12044
H  4.51690  -2.73714  -1.17612
H  6.65656  -3.05367  -2.13369



Calculated LUMO energy, 0.071, 0.007 Eh (same order as the records).